# C18H28IrO5P

A molecular structure, C18H28IrO5P (ωB97M-V/def2-TZVPD, OMol25).

HOMO level (spin up / spin down), hartree: -0.6464 / -0.6476
LUMO energy (spin up / spin down), eV: -12.78 / -13.93
Net charge: +3
Expectation value of S²: 0.803
Multiplicity: 2

```
53
Properties=species:S:1:pos:R:3:forces:R:3
H -3.324 0.794 0.891 -0.03 -0.04 0.06
C -0.962 -0.434 1.753 0.49 0.47 0.11
O 3.762 0.452 -0.925 -1.92 0.37 -2.39
O 1.497 1.804 -1.586 0.00 -0.71 0.65
C 3.954 1.676 -1.677 -0.14 -0.70 0.44
C -2.031 -2.553 -1.209 -0.08 0.09 0.11
H -2.190 0.296 -2.657 -0.06 0.00 -0.03
C -1.402 2.413 -0.035 0.06 -0.17 0.19
C 3.589 0.280 1.627 6.00 0.77 -3.93
C 2.588 2.303 -1.949 1.31 -0.06 0.10
H 0.435 1.071 2.429 -0.09 -0.06 -0.07
H -0.103 -3.036 0.877 0.00 0.00 -0.02
O 2.377 0.009 1.430 -4.15 0.01 -1.23
C -3.210 0.720 -0.191 0.06 -0.25 0.13
H 4.439 1.411 -2.621 -0.06 0.25 -0.05
H -0.398 2.721 -0.301 0.19 0.09 -0.02
H -2.387 2.026 -2.447 -0.01 -0.03 0.04
H -2.681 -1.913 -1.804 -0.01 -0.01 0.00
P -0.608 -0.259 -0.044 -0.73 0.12 0.20
H -1.967 -0.635 5.529 -0.12 -0.11 -0.01
H -0.766 1.355 -2.568 -0.08 -0.01 -0.03
H -1.846 -3.461 -1.787 -0.02 0.00 -0.01
H 1.275 -2.447 -0.061 0.07 0.01 0.04
C -2.338 -1.421 3.551 -0.02 0.36 1.45
C -0.678 -1.895 -0.927 -0.30 -0.16 -0.14
C -0.728 0.286 4.049 -0.03 -0.03 0.94
H 1.801 3.802 -2.802 0.13 0.09 -0.02
H 0.316 -3.787 -0.664 0.05 -0.01 0.01
C -1.716 -0.608 4.477 -0.66 -0.65 -0.04
C -0.350 0.371 2.694 0.18 -0.22 -1.66
C -1.778 1.052 -0.640 -0.43 0.39 -0.17
C 4.596 0.084 0.102 -1.48 -0.19 3.61
H -0.673 -1.076 -2.979 0.07 0.06 -0.02
C -1.767 1.172 -2.170 0.29 -0.15 -0.04
H -1.509 2.429 1.050 0.04 0.00 0.03
H -2.094 3.158 -0.430 0.00 -0.04 0.02
C -0.033 -1.636 -2.305 -0.24 0.17 0.26
O 2.671 3.404 -2.590 -0.44 -0.09 -0.09
H 4.593 2.369 -1.123 -0.11 0.12 -0.04
H -2.530 -1.895 1.472 -0.03 -0.13 0.03
H 0.196 -2.599 -2.766 0.21 0.05 -0.01
H -3.545 -0.260 -0.531 -0.05 0.00 0.01
H 4.711 -0.999 0.162 0.48 0.14 -0.62
H -2.575 -2.865 -0.319 0.03 -0.01 0.06
H -3.122 -2.107 3.840 0.02 -0.06 0.07
H 0.953 -1.106 -2.260 0.39 0.28 0.02
H -3.885 1.461 -0.625 0.05 -0.01 -0.02
O 4.330 0.589 2.483 -1.05 -0.10 2.24
H -0.228 0.900 4.788 0.06 0.11 -0.02
C -1.979 -1.320 2.203 0.16 0.24 -0.96
C 0.242 -2.834 -0.138 0.03 0.06 0.12
H 5.496 0.681 0.219 -0.09 -0.08 -0.05
Ir 1.581 0.056 -0.495 2.08 -0.18 0.72
```
Positions in Å, forces in eV/Å.

# C18H28N2O3

C18H28N2O3 in the gas phase (ωB97M-V/def2-TZVPD, OMol25).

HOMO level, hartree: -0.3004
LUMO energy, eV: 0.64
Net charge: 0
SMILES: CCOc1ccc(C(=O)NCCN2CCCCC2)c(OCC)c1

```
51
Properties=species:S:1:pos:R:3:forces:R:3
C -3.210 -0.856 0.491 0.18 -0.44 -0.14
H -0.902 -0.736 -0.594 0.13 -0.04 -0.01
C 0.707 1.854 1.531 0.00 0.40 0.26
H 1.636 1.803 2.115 -0.06 -0.01 -0.13
C 5.280 1.722 -0.576 0.14 0.38 0.02
C -5.586 1.826 -0.715 -0.05 -0.11 0.28
H -2.697 -2.610 -0.663 -0.06 -0.02 0.13
C 3.688 -1.554 -0.613 0.15 0.16 -0.04
C 0.132 -2.151 0.471 -0.04 0.25 -0.23
H 4.578 2.306 -1.189 0.02 -0.08 0.12
H -0.284 3.034 3.026 -0.01 0.10 0.06
H 0.798 2.663 0.792 0.08 -0.12 0.09
H 5.142 1.999 0.479 -0.06 -0.04 -0.12
H -5.476 2.278 -1.705 -0.03 0.06 -0.05
H -4.113 3.150 0.160 0.02 0.03 0.08
H 2.869 1.624 0.221 0.02 0.08 0.02
H -4.176 -1.214 0.869 0.01 0.06 0.04
H 4.529 -2.117 -0.982 0.10 -0.08 -0.05
H -4.694 -1.414 -1.542 0.01 0.00 -0.10
H -4.409 0.055 -2.487 -0.06 -0.08 -0.04
C 3.832 -0.179 -0.427 -0.20 -0.29 0.03
C -2.307 -2.058 0.200 -0.19 0.00 0.27
H 7.400 1.419 -0.404 0.10 -0.02 0.05
O 0.106 -3.173 1.131 0.11 -0.30 0.16
C 6.711 2.002 -1.008 -0.40 -0.20 0.10
H -6.015 -0.113 0.112 -0.06 -0.04 0.03
C 1.402 -1.431 0.148 -0.01 0.27 0.21
H -4.449 1.697 1.111 0.01 0.03 0.09
C 1.553 -0.056 0.362 0.07 -0.45 -0.12
H -2.997 1.775 -1.578 0.05 0.07 0.03
C -4.317 2.080 0.096 0.10 0.00 -0.30
H -6.670 0.129 -1.509 -0.05 -0.07 0.03
H 6.934 3.058 -0.889 0.04 0.10 0.00
C 2.765 0.563 0.069 0.13 0.39 0.01
H -1.386 2.235 1.899 -0.12 0.03 -0.01
H 2.368 -3.226 -0.446 -0.01 -0.12 0.01
H -2.252 -2.735 1.056 -0.04 0.02 -0.11
O 0.481 0.619 0.876 0.04 -0.15 -0.06
H -2.216 1.517 -0.012 0.03 0.02 -0.07
N -3.349 -0.064 -0.723 0.20 0.08 -0.04
H -0.580 1.292 3.156 -0.02 -0.05 0.10
C 2.487 -2.161 -0.320 -0.05 0.21 0.04
H 6.844 1.723 -2.050 0.05 0.01 -0.11
N -0.969 -1.597 -0.075 -0.32 0.08 -0.14
H -6.448 2.289 -0.229 -0.01 0.05 -0.09
C -4.560 -0.332 -1.474 -0.24 -0.10 0.01
O 5.044 0.339 -0.750 0.00 -0.18 -0.03
H -2.741 -0.256 1.274 -0.05 0.01 0.04
C -0.465 2.122 2.464 0.26 -0.19 -0.32
C -3.140 1.361 -0.573 -0.08 0.24 0.23
C -5.809 0.323 -0.868 0.18 0.07 -0.19
```
Positions in Å, forces in eV/Å.

# C18H28N2O4

C18H28N2O4 in the gas phase (ωB97M-V/def2-TZVPD, OMol25).

HOMO level, hartree: -0.2803
LUMO energy, eV: 0.72
Net charge: 0
SMILES: CCOc1cc(N2CCOCC2)c(OCC)cc1NC(=O)C(C)C

```
52
Properties=species:S:1:pos:R:3:forces:R:3
C -0.600 -4.989 1.184 0.35 0.16 0.01
C 1.200 0.099 -0.498 0.08 -0.18 -0.04
H -1.505 3.120 0.066 0.04 0.02 0.13
H 0.315 -3.506 2.451 0.02 -0.01 -0.04
H 0.276 -4.438 -3.269 -0.05 -0.07 -0.08
H -3.037 1.223 0.519 -0.07 -0.06 -0.05
H 0.057 -2.031 -2.688 0.02 -0.06 0.13
H 1.871 -3.727 -2.971 0.10 -0.02 -0.08
H 2.586 4.665 0.244 -0.04 -0.05 -0.05
C 0.926 -4.005 -2.513 -0.09 0.41 0.24
C -0.808 -0.170 1.379 0.13 0.03 0.03
H -1.939 -2.536 2.819 -0.05 0.07 -0.02
C -0.290 1.082 1.100 0.07 0.08 -0.19
C 1.241 5.261 -1.332 0.09 -0.05 0.15
H 4.551 4.251 -1.192 0.12 -0.02 -0.04
C 2.434 4.449 -0.819 0.14 0.04 -0.32
H 1.979 0.189 -1.236 0.03 -0.02 -0.04
N 1.278 2.507 -0.004 -0.26 0.13 0.44
H -3.600 -4.215 2.122 0.02 0.05 -0.07
H -0.678 -3.042 -1.419 0.12 0.07 -0.06
H -1.909 3.836 1.651 0.02 -0.05 -0.13
C -0.345 -1.315 0.731 0.16 0.15 -0.21
H 0.049 -5.784 1.555 0.01 0.05 -0.08
H -3.423 1.896 2.111 -0.07 -0.03 0.10
H 1.061 5.035 -2.381 -0.04 -0.01 -0.11
C -2.110 -2.683 1.740 -0.11 -0.33 -0.13
C -3.128 2.142 1.094 0.41 0.07 0.05
C 3.700 4.794 -1.596 -0.15 -0.12 0.18
C 0.268 -2.776 -1.907 -0.29 -0.23 -0.41
C -1.804 2.897 1.100 -0.49 0.21 -0.21
O -1.805 -5.092 1.909 -0.01 -0.09 0.13
O 1.167 -2.216 -0.958 0.06 0.19 0.29
N -0.881 -2.583 0.980 -0.15 -0.21 -0.03
C 0.748 1.227 0.173 -0.33 -0.19 0.14
H 3.903 5.860 -1.540 0.02 0.10 0.02
H -1.568 -0.239 2.140 -0.09 -0.01 0.08
H 0.962 -3.551 0.790 -0.05 -0.05 0.07
C -2.700 -4.080 1.519 -0.17 0.35 0.05
O -0.760 2.205 1.772 0.44 -0.44 0.04
H 0.336 5.036 -0.770 -0.12 0.03 0.00
H 0.964 3.161 0.703 0.16 -0.03 -0.17
H 1.121 -4.745 -1.742 0.01 -0.13 0.05
H -0.798 -5.149 0.113 0.05 0.01 0.05
C 0.656 -1.149 -0.246 -0.07 0.13 0.07
H 1.445 6.326 -1.239 -0.01 0.09 0.00
H -2.955 -4.197 0.454 0.00 0.04 0.09
H -3.897 2.763 0.644 -0.10 0.05 -0.06
C 0.054 -3.623 1.386 0.00 -0.36 0.03
O 2.524 2.285 -1.894 0.12 -0.19 -0.27
H -2.822 -1.938 1.380 -0.01 0.00 0.05
H 3.581 4.508 -2.637 0.03 -0.01 -0.08
C 2.112 2.962 -0.980 -0.01 0.47 0.37
```
Positions in Å, forces in eV/Å.

# C18H29As2INNiO3P

A molecular structure, C18H29As2INNiO3P (ωB97M-V/def2-TZVPD, OMol25).

HOMO level, hartree: -0.5294
LUMO energy, eV: -6.08
Net charge: +2

```
56
Properties=species:S:1:pos:R:3:forces:R:3
C 0.401 0.395 3.327 0.01 -0.01 -0.01
H -1.181 -3.344 2.150 0.02 0.03 0.02
H 3.489 -1.775 -1.252 0.00 0.00 -0.01
C -2.295 1.908 -2.145 0.02 -0.03 -0.03
H -4.164 1.092 0.260 -0.01 -0.01 0.00
H 3.602 -4.566 1.465 0.01 0.00 0.00
C -1.482 2.804 0.682 -0.03 0.01 -0.03
H 0.654 3.805 3.125 0.00 0.00 0.00
O 1.728 -1.225 -0.293 -0.10 0.04 0.20
I 0.162 0.249 -6.086 0.00 0.00 0.00
H 4.324 -3.963 -0.050 0.00 0.00 -0.01
C -0.418 2.756 1.573 0.07 -0.01 0.02
C -0.170 3.828 2.422 -0.01 0.03 0.02
H -1.070 -2.650 -1.114 -0.02 -0.03 0.03
C -0.096 -3.376 2.171 -0.06 -0.01 0.01
Ni 0.057 -0.122 -0.290 0.25 0.35 -0.17
C -2.301 3.925 0.624 -0.02 0.02 0.02
H -2.520 1.064 -2.795 -0.02 0.01 -0.01
C -0.986 4.949 2.363 -0.01 -0.02 -0.01
C -0.830 -2.118 -4.448 -0.01 0.00 -0.01
C -3.340 0.380 0.263 -0.01 0.02 0.03
H 3.146 0.895 1.692 -0.01 -0.01 0.00
As -1.755 1.251 -0.414 -0.14 -0.08 0.01
O 0.369 -2.400 1.210 0.03 0.03 -0.10
C -0.307 -0.832 -4.382 0.00 -0.01 0.01
H -1.520 -3.789 -3.283 0.00 0.00 0.00
C 2.488 1.759 1.608 0.00 -0.02 -0.05
H -3.133 3.976 -0.069 -0.01 0.00 0.00
C 2.871 -0.890 -1.113 -0.05 0.01 -0.01
H 0.292 0.736 -3.039 -0.01 0.01 0.00
C -2.046 4.998 1.465 0.01 -0.02 0.00
H -1.509 2.517 -2.584 0.00 0.00 0.00
H -3.160 0.039 1.281 0.00 0.00 -0.01
H -1.005 -2.591 -5.405 0.00 0.00 0.00
H 2.712 2.315 0.701 0.02 0.00 0.00
C -1.120 -2.786 -3.269 -0.01 -0.03 0.02
H 0.527 1.187 4.064 0.01 -0.01 0.01
H -2.676 5.876 1.421 0.00 0.00 0.01
H -3.194 2.511 -2.024 0.00 0.00 0.02
P 1.979 -2.305 0.989 -0.03 0.00 0.00
H -3.589 -0.470 -0.370 0.01 0.01 -0.01
H -0.599 -0.026 3.414 0.00 0.00 -0.01
C 3.449 -4.431 0.396 -0.04 0.00 0.01
N -0.399 -0.913 -1.998 -0.01 -0.11 0.02
H -0.792 5.789 3.016 0.00 0.00 0.00
C -0.888 -2.159 -2.059 0.03 0.05 -0.03
As 0.652 1.157 1.569 0.01 -0.15 0.05
H 2.492 -0.573 -2.081 0.02 0.00 0.00
H 0.235 -4.375 1.891 0.01 0.02 -0.02
H 3.267 -5.391 -0.074 0.00 -0.01 0.01
H 2.638 2.400 2.475 -0.02 0.01 0.00
H 1.147 -0.380 3.493 -0.01 -0.01 0.00
H 3.449 -0.091 -0.653 0.01 0.00 0.01
O 2.266 -3.627 0.143 0.04 -0.05 -0.03
C -0.109 -0.265 -3.135 0.01 -0.02 0.03
H 0.260 -3.132 3.172 0.01 0.01 0.02
```
Positions in Å, forces in eV/Å.

Please write out number 3 again, unchanged.
# C18H28N2O4

C18H28N2O4 in the gas phase (ωB97M-V/def2-TZVPD, OMol25).

HOMO level, hartree: -0.2803
LUMO energy, eV: 0.72
Net charge: 0
SMILES: CCOc1cc(N2CCOCC2)c(OCC)cc1NC(=O)C(C)C

```
52
Properties=species:S:1:pos:R:3:forces:R:3
C -0.600 -4.989 1.184 0.35 0.16 0.01
C 1.200 0.099 -0.498 0.08 -0.18 -0.04
H -1.505 3.120 0.066 0.04 0.02 0.13
H 0.315 -3.506 2.451 0.02 -0.01 -0.04
H 0.276 -4.438 -3.269 -0.05 -0.07 -0.08
H -3.037 1.223 0.519 -0.07 -0.06 -0.05
H 0.057 -2.031 -2.688 0.02 -0.06 0.13
H 1.871 -3.727 -2.971 0.10 -0.02 -0.08
H 2.586 4.665 0.244 -0.04 -0.05 -0.05
C 0.926 -4.005 -2.513 -0.09 0.41 0.24
C -0.808 -0.170 1.379 0.13 0.03 0.03
H -1.939 -2.536 2.819 -0.05 0.07 -0.02
C -0.290 1.082 1.100 0.07 0.08 -0.19
C 1.241 5.261 -1.332 0.09 -0.05 0.15
H 4.551 4.251 -1.192 0.12 -0.02 -0.04
C 2.434 4.449 -0.819 0.14 0.04 -0.32
H 1.979 0.189 -1.236 0.03 -0.02 -0.04
N 1.278 2.507 -0.004 -0.26 0.13 0.44
H -3.600 -4.215 2.122 0.02 0.05 -0.07
H -0.678 -3.042 -1.419 0.12 0.07 -0.06
H -1.909 3.836 1.651 0.02 -0.05 -0.13
C -0.345 -1.315 0.731 0.16 0.15 -0.21
H 0.049 -5.784 1.555 0.01 0.05 -0.08
H -3.423 1.896 2.111 -0.07 -0.03 0.10
H 1.061 5.035 -2.381 -0.04 -0.01 -0.11
C -2.110 -2.683 1.740 -0.11 -0.33 -0.13
C -3.128 2.142 1.094 0.41 0.07 0.05
C 3.700 4.794 -1.596 -0.15 -0.12 0.18
C 0.268 -2.776 -1.907 -0.29 -0.23 -0.41
C -1.804 2.897 1.100 -0.49 0.21 -0.21
O -1.805 -5.092 1.909 -0.01 -0.09 0.13
O 1.167 -2.216 -0.958 0.06 0.19 0.29
N -0.881 -2.583 0.980 -0.15 -0.21 -0.03
C 0.748 1.227 0.173 -0.33 -0.19 0.14
H 3.903 5.860 -1.540 0.02 0.10 0.02
H -1.568 -0.239 2.140 -0.09 -0.01 0.08
H 0.962 -3.551 0.790 -0.05 -0.05 0.07
C -2.700 -4.080 1.519 -0.17 0.35 0.05
O -0.760 2.205 1.772 0.44 -0.44 0.04
H 0.336 5.036 -0.770 -0.12 0.03 0.00
H 0.964 3.161 0.703 0.16 -0.03 -0.17
H 1.121 -4.745 -1.742 0.01 -0.13 0.05
H -0.798 -5.149 0.113 0.05 0.01 0.05
C 0.656 -1.149 -0.246 -0.07 0.13 0.07
H 1.445 6.326 -1.239 -0.01 0.09 0.00
H -2.955 -4.197 0.454 0.00 0.04 0.09
H -3.897 2.763 0.644 -0.10 0.05 -0.06
C 0.054 -3.623 1.386 0.00 -0.36 0.03
O 2.524 2.285 -1.894 0.12 -0.19 -0.27
H -2.822 -1.938 1.380 -0.01 0.00 0.05
H 3.581 4.508 -2.637 0.03 -0.01 -0.08
C 2.112 2.962 -0.980 -0.01 0.47 0.37
```
Positions in Å, forces in eV/Å.

Q: Number 3 is which compound?
A: C18H28N2O4

Q: Look up the net charge of the first one.
A: +3